Record 1
Entry from the Open Molecules 2025 dataset: a structure of composition C39H54MnN3OP3Si (ωB97M-V/def2-TZVPD).

Values from the calculation:
⟨S²⟩ ... 0.86
Multiplicity ... 2
HOMO-LUMO gap (alpha / beta) ... 8.266 / 7.928 eV
LUMO level (alpha / beta) ... 0.2 / 0.2 eV
E ... -114900.9764 eV

Cartesian coordinates (Å):
1 Mn -0.610 -0.093 -0.294
2 C 2.759 0.092 -3.218
3 C 1.417 -0.599 -3.458
4 C 0.483 0.362 -4.189
5 P 0.658 -1.290 -1.896
6 C -0.226 -2.777 -2.580
7 C -0.714 -3.670 -1.444
8 C -1.372 -2.399 -3.521
9 C 2.145 -2.026 -1.115
10 C 2.832 -3.122 -1.633
11 C 3.975 -3.586 -0.999
12 C 4.440 -2.951 0.146
13 C 3.764 -1.850 0.651
14 C 2.612 -1.368 0.029
15 Si 1.539 0.095 0.600
16 C 2.433 1.649 -0.024
17 C 3.812 1.859 -0.003
18 C 4.382 2.941 -0.656
19 C 3.573 3.832 -1.350
20 C 2.199 3.650 -1.373
21 C 1.624 2.567 -0.709
22 P -0.167 2.182 -0.677
23 C -0.865 3.087 -2.152
24 C -1.112 4.595 -2.046
25 C -2.128 2.387 -2.658
26 C -0.769 3.075 0.837
27 C -0.232 4.477 1.111
28 C -2.298 3.021 0.879
29 C 1.595 0.031 2.495
30 C 2.689 0.386 3.288
31 C 2.670 0.196 4.660
32 C 1.550 -0.360 5.267
33 C 0.447 -0.700 4.502
34 C 0.459 -0.498 3.120
35 P -0.971 -0.881 2.043
36 C -1.111 -2.742 2.078
37 C 0.274 -3.355 1.860
38 C -1.763 -3.355 3.315
39 C -2.395 -0.346 3.108
40 C -3.721 -0.493 2.364
41 C -2.207 1.061 3.683
42 H 3.171 0.410 -4.178
43 H 3.487 -0.557 -2.734
44 H 2.634 0.983 -2.600
45 H 1.588 -1.486 -4.080
46 H 0.359 1.264 -3.595
47 H -0.505 -0.047 -4.383
48 H 0.925 0.652 -5.144
49 H 0.516 -3.335 -3.160
50 H -1.426 -3.141 -0.810
51 H 0.113 -4.022 -0.826
52 H -1.228 -4.542 -1.853
53 H -1.989 -1.594 -3.117
54 H -2.017 -3.267 -3.679
55 H -1.003 -2.090 -4.497
56 H 2.483 -3.626 -2.526
57 H 4.500 -4.447 -1.393
58 H 5.327 -3.320 0.645
59 H 4.128 -1.374 1.555
60 H 4.458 1.140 0.492
61 H 5.455 3.081 -0.646
62 H 4.015 4.666 -1.880
63 H 1.589 4.347 -1.931
64 H -0.078 2.956 -2.902
65 H -1.959 4.827 -1.402
66 H -1.355 4.975 -3.041
67 H -0.252 5.153 -1.681
68 H -2.950 2.480 -1.947
69 H -1.974 1.321 -2.818
70 H -2.451 2.836 -3.600
71 H -0.377 2.423 1.627
72 H -0.666 5.221 0.446
73 H 0.853 4.519 1.019
74 H -0.491 4.763 2.133
75 H -2.742 3.634 0.095
76 H -2.667 3.398 1.835
77 H -2.667 2.001 0.749
78 H 3.566 0.828 2.826
79 H 3.526 0.479 5.261
80 H 1.533 -0.514 6.338
81 H -0.429 -1.108 4.991
82 H -1.742 -2.967 1.216
83 H 0.904 -3.197 2.737
84 H 0.791 -2.925 1.002
85 H 0.182 -4.430 1.697
86 H -1.213 -3.104 4.225
87 H -1.742 -4.443 3.215
88 H -2.805 -3.063 3.437
89 H -2.404 -1.044 3.949
90 H -3.788 0.210 1.531
91 H -4.550 -0.289 3.044
92 H -3.854 -1.498 1.959
93 H -1.770 1.745 2.963
94 H -1.558 1.053 4.556
95 H -3.174 1.470 3.983
96 O -2.476 -0.253 -0.954
97 N -3.067 -1.348 -0.582
98 C -4.196 -1.602 -1.177
99 C -4.898 -2.782 -0.772
100 N -5.459 -3.731 -0.446
101 C -4.726 -0.739 -2.197
102 N -5.121 -0.039 -3.020

Here are the Löwdin charges for atoms 1 to 99, given in e: 0.03 -0.09 -0.49 -0.10 1.04 -0.52 -0.10 -0.10 -0.39 -0.08 -0.08 -0.07 -0.08 -0.28 0.58 -0.27 -0.09 -0.08 -0.08 -0.09 -0.37 1.03 -0.51 -0.11 -0.12 -0.51 -0.09 -0.11 -0.26 -0.09 -0.08 -0.07 -0.10 -0.37 1.07 -0.51 -0.11 -0.10 -0.52 -0.11 -0.09 0.09 0.07 0.06 0.11 0.04 0.06 0.09 0.09 0.04 0.06 0.09 0.05 0.08 0.07 0.10 0.10 0.10 0.10 0.10 0.10 0.10 0.09 0.08 0.07 0.09 0.05 0.07 0.04 0.09 0.08 0.06 0.07 0.08 0.06 0.08 0.05 0.09 0.10 0.10 0.10 0.07 0.08 0.04 0.09 0.07 0.09 0.07 0.08 0.06 0.09 0.06 0.03 0.07 0.09 -0.30 -0.03 -0.31 -0.18



Record 2
Entry from the Open Molecules 2025 dataset: a structure of composition C36H44CdNO6P (ωB97M-V/def2-TZVPD).

Values from the calculation:
HOMO-LUMO gap ... 7.674 eV
ΔE to the lowest compared entry with this formula, charge and spin ... 79.53 kJ/mol
LUMO level ... 0.6 eV
E ... -65671.4017 eV

Cartesian coordinates (Å):
1 Cd -0.099 0.553 -1.063
2 C -1.384 1.801 -3.988
3 C -2.673 1.735 -3.160
4 O -2.294 1.569 -1.816
5 C -3.325 1.256 -0.915
6 C -3.675 -0.237 -0.953
7 O -2.476 -0.942 -0.711
8 C -2.480 -2.300 -1.083
9 C -2.181 -2.480 -2.579
10 O -0.889 -1.958 -2.777
11 C -0.498 -1.748 -4.108
12 C -1.076 -0.453 -4.690
13 O -0.621 0.620 -3.898
14 H -0.751 2.582 -3.560
15 H -1.616 2.037 -5.036
16 H -3.309 0.900 -3.498
17 H -3.236 2.672 -3.292
18 H -4.212 1.876 -1.092
19 H -2.916 1.481 0.074
20 H -4.115 -0.509 -1.925
21 H -4.413 -0.467 -0.170
22 H -3.431 -2.782 -0.810
23 H -1.654 -2.746 -0.526
24 H -2.932 -1.958 -3.191
25 H -2.212 -3.548 -2.847
26 H -0.779 -2.602 -4.742
27 H 0.589 -1.661 -4.065
28 H -2.172 -0.505 -4.697
29 H -0.734 -0.331 -5.728
30 O -1.743 4.533 0.045
31 C -1.246 3.610 0.673
32 O -0.518 2.669 0.206
33 C -1.462 3.471 2.168
34 C -1.894 4.525 2.961
35 C -2.023 4.350 4.325
36 C -1.685 3.131 4.898
37 C -1.269 2.073 4.111
38 C -1.185 2.229 2.731
39 P -0.679 0.877 1.601
40 C 1.103 0.929 2.061
41 C 1.598 0.315 3.206
42 C 2.922 0.481 3.579
43 C 3.764 1.289 2.835
44 C 3.281 1.898 1.689
45 C 1.972 1.699 1.291
46 C -1.284 -0.576 2.569
47 C -0.640 -1.803 2.417
48 C -1.152 -2.943 3.008
49 C -2.337 -2.888 3.726
50 C -3.030 -1.693 3.808
51 C -2.512 -0.551 3.225
52 H -2.111 5.474 2.491
53 H -2.368 5.166 4.944
54 H -1.744 3.011 5.970
55 H -1.020 1.130 4.576
56 H 0.954 -0.299 3.819
57 H 3.295 -0.009 4.468
58 H 4.786 1.455 3.148
59 H 3.928 2.542 1.108
60 H 1.607 2.185 0.397
61 H 0.278 -1.836 1.845
62 H -0.621 -3.885 2.936
63 H -2.724 -3.780 4.200
64 H -3.967 -1.648 4.344
65 H -3.053 0.381 3.318
66 C 3.492 -2.968 1.003
67 C 2.535 -3.247 -0.162
68 C 1.499 -4.300 0.254
69 C 3.313 -3.743 -1.385
70 C 1.828 -2.010 -0.515
71 C 1.253 -0.994 -0.815
72 H 3.948 -3.893 1.355
73 H 2.959 -2.509 1.833
74 H 4.279 -2.286 0.688
75 H 1.994 -5.201 0.615
76 H 0.862 -4.565 -0.589
77 H 0.859 -3.908 1.040
78 H 3.915 -4.618 -1.142
79 H 3.973 -2.961 -1.749
80 H 2.618 -4.002 -2.179
81 C 4.678 1.872 -3.155
82 C 3.808 3.079 -2.787
83 C 2.471 2.610 -2.532
84 N 1.429 2.164 -2.384
85 H 5.685 2.190 -3.415
86 H 4.244 1.349 -4.005
87 H 4.730 1.180 -2.317
88 H 3.776 3.802 -3.609
89 H 4.197 3.586 -1.899

Quick look at the Löwdin charges, all values in e: 1.37 -0.19 -0.17 -0.22 -0.18 -0.18 -0.21 -0.17 -0.18 -0.19 -0.18 -0.19 -0.20 0.11 0.13 0.12 0.14 0.14 0.10 0.12 0.14 0.13 0.12 0.11 0.13 0.13 0.13 0.11 0.13 0.03 -0.65 -0.27 -0.13 -0.02 -0.08 -0.08 -0.09 -0.26 1.04 -0.33 -0.09 -0.09 -0.09 -0.08 -0.12 -0.37 -0.12 -0.09 -0.10 -0.09 -0.11 0.12 0.10 0.10 0.10 0.10 0.10 0.10 0.09 0.05 0.08 0.10 0.10 0.10 0.10 -0.05 -0.63 -0.05 -0.06 -0.21 -0.15 0.08 0.07 0.08 0.08 0.08 0.05 0.08 0.08 0.08 -0.09 -0.21 -0.19 0.16 0.08 0.08 0.08 0.12 0.12



Asked for strongest force on any atom across the records above, the calculation gives 0.132, 1.132 eV/A in order.